Molecular formula: C5H12
Method: DFT, ωB97M-V/def2-TZVPD

E_tot = -197.6791 a.u.
LUMO energy = 0.96 eV
frontier orbital gap = 11.007 eV
2S+1 = 1
net charge = 0
energy above the lowest of the compared OMol25 structures with the same formula, charge and spin = 18.9 kcal/mol

Last column: Löwdin charge in e.
Geometry (Å):
1 C -0.294 1.425 -0.573  -0.0923
2 C -0.124 0.034 0.092  -0.5952
3 C 1.126 -0.351 -0.834  -0.0995
4 C 0.344 -0.016 1.560  -0.0692
5 C -1.227 -1.017 -0.132  -0.0683
6 H -0.764 2.073 0.141  0.0603
7 H -0.912 1.389 -1.474  0.0781
8 H 0.603 1.985 -0.912  0.0819
9 H 2.019 0.297 -0.724  0.0834
10 H 0.918 -0.407 -1.922  0.0880
11 H 1.373 -1.339 -0.485  0.0548
12 H 1.106 0.741 1.762  0.0790
13 H -0.453 0.122 2.306  0.0795
14 H 0.795 -0.999 1.772  0.0813
15 H -0.808 -2.022 0.042  0.0817
16 H -2.095 -0.927 0.537  0.0796
17 H -1.607 -0.987 -1.157  0.0768